(1)
Computed, not measured: a 2-piece molecular cluster, ClH3NO2P overall, with ωB97M-V with the def2-TZVPD basis set.

Properties
gap between HOMO and LUMO	11.920	eV

Last column: Löwdin charge in e.
CARTESIAN COORDINATES (ANGSTROEM)
N (-0.076, 0.398, -0.037)  -0.061
P (-0.131, 1.930, -0.518)  0.416
O (-1.462, 2.402, -0.749)  -0.260
O (1.177, 2.512, -0.670)  -0.269
H (-0.961, -0.025, 0.253)  0.065
H (0.716, -0.126, 0.367)  0.071
Cl (-0.075, -3.184, 0.453)  0.330
H (0.811, -3.906, 0.902)  -0.292

(2)
Computed, not measured: C23H21Cl3N5O5S2SiTl as an isolated structure, with ωB97M-V with the def2-TZVPD basis set.

Properties
gap between HOMO and LUMO	6.752	eV
charge	-2

Last column: Löwdin charge in e.
CARTESIAN COORDINATES (ANGSTROEM)
Tl (11.285, -13.251, 5.237)  0.794
O (5.742, -16.535, 4.118)  0.092
C (5.595, -15.746, 5.149)  -0.548
O (4.542, -15.667, 5.738)  0.051
C (6.790, -14.982, 5.597)  -0.069
C (6.722, -13.942, 6.501)  -0.021
N (7.980, -13.547, 6.784)  0.014
N (8.872, -14.237, 6.021)  0.004
C (8.174, -15.083, 5.304)  -0.146
C (8.903, -15.926, 4.218)  -0.612
O (8.155, -16.507, 3.396)  -0.022
O (10.125, -15.899, 4.184)  -0.066
H (6.716, -16.557, 3.787)  0.045
H (5.855, -13.480, 6.905)  0.119
H (8.320, -12.727, 7.290)  0.037
C (12.208, -8.739, 8.210)  -0.218
Si (10.437, -8.167, 8.088)  0.530
C (10.562, -6.232, 7.912)  -0.205
C (9.417, -8.484, 9.684)  -0.198
C (9.511, -8.908, 6.595)  -0.255
C (8.841, -8.144, 5.645)  -0.115
C (8.235, -8.708, 4.518)  -0.085
C (8.305, -10.095, 4.425)  -0.163
N (8.885, -10.849, 5.335)  -0.001
C (9.508, -10.330, 6.384)  -0.772
S (10.261, -11.442, 7.518)  0.466
H (12.649, -8.376, 9.155)  0.026
H (12.782, -8.274, 7.385)  0.032
H (12.302, -9.844, 8.180)  -0.012
H (11.051, -5.758, 8.772)  0.015
H (9.559, -5.786, 7.805)  0.012
H (11.151, -6.018, 7.000)  0.023
H (9.940, -8.285, 10.614)  0.005
H (9.132, -9.533, 9.782)  0.000
H (8.507, -7.809, 9.687)  0.035
H (8.814, -7.085, 5.825)  0.077
H (7.726, -8.095, 3.832)  0.067
H (7.937, -10.666, 3.575)  0.104
Cl (15.957, -17.477, 10.346)  0.537
C (15.118, -16.440, 9.161)  -0.669
C (13.731, -16.309, 9.112)  -0.152
C (13.128, -15.539, 8.110)  -0.594
Cl (11.416, -15.389, 8.044)  0.693
C (13.909, -14.787, 7.157)  -0.507
O (13.395, -14.043, 6.254)  -0.345
C (15.322, -14.912, 7.320)  -0.585
Cl (16.325, -14.003, 6.187)  0.625
C (15.903, -15.680, 8.273)  -0.184
H (13.120, -16.844, 9.855)  0.101
H (16.998, -15.705, 8.374)  0.098
S (12.252, -13.548, -0.321)  0.494
C (12.456, -14.772, 0.802)  -0.895
N (11.419, -15.623, 1.130)  0.070
C (11.514, -16.703, 1.914)  -0.085
C (12.745, -17.067, 2.402)  -0.024
C (13.777, -16.069, 2.202)  -0.110
N (13.620, -15.012, 1.470)  0.051
H (10.512, -15.331, 0.778)  0.140
H (10.647, -17.298, 2.135)  0.119
H (12.896, -17.890, 3.033)  0.081
H (14.689, -16.091, 2.760)  0.103

(3)
Computed, not measured: C21H23N3O13PS2TcTe as an isolated structure, with ωB97M-V with the def2-TZVPD basis set.

Properties
gap between HOMO and LUMO (spin up / spin down)	4.688 / 4.334	eV
charge	-1
multiplicity	4

Last column: Löwdin charge in e.
CARTESIAN COORDINATES (ANGSTROEM)
Tc (-0.103, 0.874, 0.516)  1.576
O (-0.370, -1.623, 3.346)  -0.304
S (0.886, -1.128, 2.857)  0.502
O (2.035, -1.228, 3.705)  -0.277
O (0.793, 0.244, 2.265)  -0.452
C (1.251, -2.357, 1.472)  -0.219
C (2.690, -2.685, 1.331)  -0.055
C (3.436, -3.002, 0.241)  -0.094
C (3.128, -2.864, -1.123)  -0.051
C (1.999, -2.256, -1.713)  -0.071
C (0.836, -1.854, -1.147)  -0.150
S (-0.297, -0.934, -2.237)  0.552
O (0.174, -1.111, -3.575)  -0.267
O (-1.631, -1.550, -2.022)  -0.302
O (-0.258, 0.447, -1.734)  -0.354
H (3.178, -2.738, 2.296)  0.115
H (4.448, -3.329, 0.451)  0.115
H (3.914, -3.141, -1.813)  0.111
H (2.085, -2.042, -2.773)  0.118
O (6.087, 3.599, -1.490)  -0.031
C (5.933, 2.397, -1.227)  -0.695
O (6.726, 1.436, -1.268)  -0.053
C (4.506, 2.015, -0.748)  -0.074
C (4.224, 0.712, -0.366)  0.027
C (2.942, 0.374, 0.010)  -0.095
N (1.938, 1.247, 0.029)  -0.028
C (2.214, 2.525, -0.288)  -0.155
C (3.470, 2.939, -0.681)  0.082
C (1.045, 3.451, -0.147)  -0.533
O (1.096, 4.630, -0.399)  0.106
O (-0.033, 2.829, 0.280)  -0.204
H (5.028, -0.013, -0.386)  0.116
H (2.696, -0.627, 0.321)  0.069
H (3.652, 3.974, -0.937)  0.133
C (-5.217, -0.556, -1.000)  -0.074
C (-5.314, 0.749, -0.234)  -0.270
O (-4.551, 0.664, 0.981)  -0.311
P (-3.288, 1.618, 1.279)  0.036
O (-2.143, 1.025, 0.429)  -0.535
Te (-2.849, 1.716, 3.544)  0.374
O (-3.788, 2.955, 0.563)  -0.301
C (-2.907, 3.955, -0.002)  -0.260
C (-2.389, 4.913, 1.044)  -0.086
H (-5.903, -0.546, -1.849)  0.077
H (-5.484, -1.396, -0.355)  0.077
H (-4.208, -0.703, -1.389)  0.059
H (-6.345, 0.959, 0.057)  0.118
H (-4.960, 1.579, -0.843)  0.109
H (-3.522, 4.468, -0.742)  0.117
H (-2.086, 3.456, -0.508)  0.088
H (-3.210, 5.428, 1.544)  0.077
H (-1.738, 5.645, 0.564)  0.080
H (-1.800, 4.382, 1.790)  0.044
C (0.093, -4.745, -0.122)  0.050
N (-0.503, -3.432, 0.060)  0.004
C (-1.725, -3.089, -0.086)  0.105
C (-1.821, -1.632, 0.089)  -0.087
N (-0.703, -1.198, 0.530)  -0.047
C (0.325, -2.168, 0.260)  -0.329
H (-0.655, -5.428, -0.517)  0.107
H (0.466, -5.105, 0.835)  0.109
H (0.921, -4.650, -0.823)  0.104
H (-2.512, -3.779, -0.354)  0.166
H (-2.740, -1.079, 0.196)  0.112
H (0.837, -3.216, 2.014)  0.128

no.,total energy (eV)
1,-27446.7601
2,-113694.6925
3,-93691.3921